A 5-piece molecular cluster, C39H40NO20 overall in a non-equilibrium geometry, computed with ωB97M-V/def2-TZVPD.

```
100
Properties=species:S:1:pos:R:3:mulliken_charge:R:1
C 2.0077 2.4121 2.9108 -0.878
C 1.7608 3.2568 1.7043 0.855
O 1.3154 4.3441 1.8061 -0.564
O 1.9993 2.7700 0.4464 -0.303
C 3.2837 2.2086 0.2098 -0.325
C 3.2414 1.1173 -0.8429 -0.730
C 2.8178 -0.2689 -0.3801 -0.748
N 1.3003 -0.3908 -0.2671 -0.109
O 0.8886 -0.0391 1.0153 -0.164
C 0.8288 -1.7660 -0.6341 -1.505
C -0.6818 -1.8577 -0.6566 1.400
C -1.1283 -3.1389 -1.3602 -1.620
O -1.1096 -1.7804 0.6670 -0.368
C -2.4298 -1.2593 0.8627 -0.657
C -2.4170 0.2379 1.0023 0.525
C -2.6118 0.7934 2.2643 -0.578
C -2.5634 2.1728 2.4647 -0.801
C -2.3169 3.0285 1.4019 -0.460
C -2.1370 2.4900 0.1304 -0.801
C -2.1996 1.1111 -0.0644 0.089
H 1.5153 1.4506 2.8671 0.081
H 3.0769 2.2538 3.0251 0.288
H 1.6662 2.9431 3.7839 0.403
H 3.7515 1.8056 1.1001 0.367
H 3.9215 3.0019 -0.1581 0.186
H 2.6277 1.4225 -1.6898 0.497
H 4.2632 0.9941 -1.1800 0.370
H 3.1964 -0.4533 0.6159 0.330
H 3.1824 -1.0284 -1.0562 0.394
H 0.8927 0.3149 -0.8824 0.516
H 1.0947 -0.7980 1.5813 0.365
H 1.2309 -2.0048 -1.6085 0.511
H 1.2271 -2.4516 0.1101 0.385
H -1.0251 -1.0281 -1.2800 -0.075
H -0.5884 -3.2155 -2.2999 0.435
H -0.9563 -4.0067 -0.7369 0.366
H -2.1713 -3.0462 -1.6300 0.377
H -3.1303 -1.6208 0.1118 0.247
H -2.7522 -1.6678 1.8132 0.415
H -2.8030 0.1657 3.1219 0.383
H -2.7262 2.5910 3.4446 0.433
H -2.2676 4.0969 1.5231 0.467
H -1.9742 3.1293 -0.7208 0.428
H -2.0962 0.7501 -1.0772 0.541
C 9.5569 2.6280 -0.0792 -0.867
C 8.5278 1.9675 0.4666 0.482
C 7.1419 2.0411 -0.1119 0.983
O 6.2535 1.3947 0.4318 -0.644
C 6.9250 2.8753 -1.2741 -0.952
C 7.9542 3.5458 -1.8180 0.289
C 9.3480 3.4515 -1.2542 0.912
O 10.2195 4.0787 -1.8198 -0.609
O 7.8313 4.3252 -2.8725 -0.579
O 8.6626 1.2062 1.5471 -0.604
H 10.5560 2.5786 0.3296 0.454
H 5.9255 2.9406 -1.6776 0.458
H 8.7235 4.6826 -3.0594 0.363
H 7.7859 0.8308 1.7432 0.347
C -4.8744 -5.9440 -1.8498 -0.830
C -5.2179 -7.2201 -1.6281 0.101
C -5.3493 -7.7753 -0.2344 1.051
O -5.6803 -8.9383 -0.1232 -0.618
C -5.0702 -6.8953 0.8894 -0.918
C -4.7302 -5.6223 0.6610 0.361
C -4.6226 -5.0645 -0.7290 1.060
O -4.3191 -3.8866 -0.8484 -0.602
O -4.4638 -4.7510 1.6315 -0.616
O -5.4741 -8.0838 -2.5977 -0.591
H -4.7838 -5.5302 -2.8443 0.482
H -5.1549 -7.3053 1.8857 0.449
H -4.2666 -3.9074 1.1850 0.285
H -5.7018 -8.9282 -2.1611 0.374
C 7.3117 6.5932 2.2246 -0.777
C 6.6451 5.4475 2.0519 0.137
C 5.1460 5.4099 1.9291 0.957
O 4.6062 4.3191 1.8058 -0.323
C 4.4107 6.6509 2.0030 -1.280
C 5.0754 7.8061 2.1672 0.446
C 6.5771 7.8499 2.2814 0.919
O 7.1014 8.9353 2.4161 -0.592
O 4.4769 8.9801 2.2469 -0.572
O 7.2520 4.2607 1.9816 -0.570
H 8.3879 6.6323 2.3187 0.488
H 3.3324 6.6032 1.9297 0.566
H 5.1819 9.6467 2.3637 0.360
H 6.5334 3.6161 1.8297 0.228
C -9.0691 -5.5839 -2.6614 -1.119
C -10.0708 -5.2680 -3.4959 0.434
C -10.8288 -3.9708 -3.3757 0.929
O -11.7085 -3.7596 -4.1863 -0.608
C -10.4673 -3.0555 -2.3064 -0.954
C -9.4695 -3.3757 -1.4730 0.316
C -8.6993 -4.6607 -1.6089 1.133
O -7.7933 -4.8599 -0.8166 -0.560
O -9.0779 -2.5973 -0.4712 -0.586
O -10.4698 -6.0540 -4.4813 -0.572
H -8.5175 -6.5103 -2.7413 0.474
H -11.0254 -2.1343 -2.2190 0.433
H -8.3451 -3.0688 -0.0322 0.342
H -11.2031 -5.5863 -4.9273 0.364
```

Results
- Orbital gap: 7.4 eV
- Molar mass: 842.7 g mol⁻¹
- E_HOMO: -11.1 eV
- LUMO level: -3.7 eV
- Charge: +1